<P>
Molecular formula: C6H11NO2
Method: DFT, wB97M-V/def2-TZVPD

The geometry in ORCA input format:
```
! wB97M-V def2-TZVPD RIJCOSX def2/J DEFGRID3
* xyz 0 1
O 1.986 0.963 -1.288
O 1.724 1.420 0.942
N 1.564 0.531 -0.191
C -2.246 -0.589 -0.653
C 0.981 -0.624 0.002
C -1.678 1.813 0.313
C 0.520 -1.240 1.293
C 0.794 -1.413 -1.207
C -1.796 0.441 -0.198
H -2.715 2.334 0.526
H -2.248 -1.486 -1.214
H -1.190 2.018 1.223
H 1.828 -1.713 -1.550
H -1.240 2.487 -0.409
H 0.942 -2.213 1.603
H 2.065 2.252 0.626
H -0.591 -1.204 1.231
H 0.323 -0.843 -2.105
H 0.818 -0.593 2.132
H 0.159 -2.343 -1.076
*
```

Values from the calculation:
Kohn-Sham gap   9.2 eV
LUMO energy   0.754 eV

<Q>
Molecular formula: C6H11NO2
Method: DFT, wB97M-V/def2-TZVPD

The geometry in ORCA input format:
```
! wB97M-V def2-TZVPD RIJCOSX def2/J DEFGRID3
* xyz 0 1
O 1.496 0.712 1.841
O 0.009 -1.300 1.167
N -2.588 -0.277 0.844
C 0.657 -0.827 0.247
C 2.370 0.911 -0.332
C 1.557 0.322 0.546
C -2.053 0.344 -0.259
C -1.235 1.393 -0.224
C 0.653 -1.402 -1.137
H -0.907 1.824 0.706
H -2.128 -0.057 1.716
H 1.640 -1.804 -1.361
H -2.393 -0.061 -1.203
H 0.419 -0.634 -1.868
H -0.912 1.883 -1.124
H 2.998 1.728 -0.026
H -2.784 -1.261 0.745
H 0.865 0.106 2.275
H 2.416 0.602 -1.357
H -0.080 -2.202 -1.197
*
```

Values from the calculation:
Kohn-Sham gap   8.7 eV
LUMO energy   0.408 eV

Stability, descending: <Q>, <P>

<P>
Molecular formula: C6H11NO2
Method: DFT, wB97M-V/def2-TZVPD

The geometry in ORCA input format:
```
! wB97M-V def2-TZVPD RIJCOSX def2/J DEFGRID3
* xyz 0 1
O 3.081 -0.189 0.900
O -0.980 1.897 -0.320
N 1.730 1.548 1.524
C -1.300 -1.480 -0.115
C -1.378 -0.428 -1.245
C -0.989 -0.334 0.873
C 0.904 0.538 -0.665
C -0.587 0.548 -0.337
C 1.812 1.052 0.396
H 1.079 1.115 -1.586
H 2.840 -0.974 0.399
H -1.899 0.059 1.348
H -0.943 -0.677 -2.223
H 2.655 0.657 2.042
H -2.402 -0.059 -1.392
H -0.455 -2.170 -0.239
H -1.928 1.951 -0.174
H -2.206 -2.069 0.077
H -0.245 -0.499 1.662
H 1.212 -0.486 -0.925
*
```

Values from the calculation:
Kohn-Sham gap   10.0 eV
LUMO energy   0.575 eV

<Q>
Molecular formula: C6H11NO2
Method: DFT, wB97M-V/def2-TZVPD

The geometry in ORCA input format:
```
! wB97M-V def2-TZVPD RIJCOSX def2/J DEFGRID3
* xyz 0 1
O 0.829 -1.372 -1.795
O 0.174 0.619 -2.659
N 0.129 0.766 1.946
C -0.171 -0.391 -1.743
C -0.403 0.250 -0.323
C 0.468 0.128 0.685
C -1.679 1.050 -0.270
C 1.794 -0.578 0.689
C -0.493 0.007 2.779
H -1.762 1.699 -1.148
H -1.111 -0.851 -2.067
H -2.542 0.375 -0.257
H 0.815 -1.691 -2.713
H -0.772 -1.041 2.566
H -1.742 1.696 0.610
H 0.787 1.206 -2.186
H 1.652 -1.661 0.759
H 2.385 -0.337 -0.199
H 2.402 -0.266 1.546
H -0.759 0.392 3.777
*
```

Values from the calculation:
Kohn-Sham gap   9.5 eV
LUMO energy   0.813 eV

Stability, descending: <Q>, <P>

<P>
Molecular formula: C6H11NO2
Method: DFT, wB97M-V/def2-TZVPD

The geometry in ORCA input format:
```
! wB97M-V def2-TZVPD RIJCOSX def2/J DEFGRID3
* xyz 0 1
O 3.037 -0.263 -0.372
O 1.256 0.494 -1.521
N -1.822 -1.314 1.554
C -1.213 -0.046 1.945
C -2.228 1.114 1.966
C -0.598 -0.215 3.344
C 0.880 -0.504 0.586
C 1.832 -0.149 -0.475
C -0.101 0.318 0.992
H 0.030 0.648 3.603
H -2.644 -1.494 2.126
H -0.064 1.374 0.708
H -2.637 1.291 0.960
H -1.399 -0.290 4.095
H -1.767 2.046 2.323
H -2.146 -1.273 0.589
H 0.014 -1.126 3.388
H 0.953 -1.530 0.948
H -3.060 0.861 2.640
H 0.299 0.384 -1.456
*
```

Values from the calculation:
Kohn-Sham gap   10.2 eV
LUMO energy   0.462 eV

<Q>
Molecular formula: C6H11NO2
Method: DFT, wB97M-V/def2-TZVPD

The geometry in ORCA input format:
```
! wB97M-V def2-TZVPD RIJCOSX def2/J DEFGRID3
* xyz 0 1
O -0.668 -0.598 -1.310
O -2.182 1.472 -0.419
N -0.951 1.608 -0.530
C -2.030 -0.963 -0.996
C -0.206 0.654 -0.969
C -0.190 2.906 -0.314
C 1.436 -1.419 1.410
C 2.489 -2.425 1.221
C 0.586 -0.561 1.357
H 0.869 0.871 -1.341
H -2.157 -1.007 0.108
H -2.030 -1.940 -1.480
H 2.785 -2.540 2.211
H 0.474 2.840 -1.105
H 3.267 -2.062 0.564
H -0.832 3.829 -0.395
H -2.764 -0.293 -1.293
H -0.192 0.087 1.619
H 2.128 -3.401 0.883
H 0.170 2.941 0.781
*
```

Values from the calculation:
Kohn-Sham gap   8.7 eV
LUMO energy   0.840 eV

<R>
Molecular formula: C6H11NO2
Method: DFT, wB97M-V/def2-TZVPD

The geometry in ORCA input format:
```
! wB97M-V def2-TZVPD RIJCOSX def2/J DEFGRID3
* xyz 0 1
O 1.147 1.341 0.408
O -0.317 1.279 2.010
N 1.872 0.940 -0.936
C 0.050 0.798 0.969
C 0.322 -1.553 0.149
C -1.132 0.079 -1.119
C -1.851 -0.777 1.122
C 2.815 1.751 -0.975
C -0.646 -0.367 0.268
H -1.532 -1.083 2.116
H -0.300 0.354 -1.764
H 3.510 1.751 -1.799
H -1.807 0.931 -1.034
H -0.196 -2.397 -0.306
H 1.179 -1.308 -0.474
H 2.795 2.413 -0.059
H -2.544 0.053 1.234
H 0.679 -1.858 1.132
H -1.672 -0.740 -1.593
H -2.372 -1.608 0.650
*
```

Values from the calculation:
Kohn-Sham gap   11.0 eV
LUMO energy   0.860 eV

Stability, descending: <P>, <R>, <Q>